Record 1
The molecule C3H5NO2, computed with ωB97M-V/def2-TZVPD.

```
11
Properties=species:S:1:pos:R:3:lowdin_charge:R:1
O -1.63 1.28 -1.09 0.05
C -1.70 0.21 -0.52 -0.23
C -0.54 -0.40 0.22 -0.16
N 0.61 0.45 0.13 0.02
C 1.86 -0.06 0.27 -0.36
O 2.09 -1.21 0.59 0.02
H -2.64 -0.38 -0.52 0.13
H -0.86 -0.56 1.27 0.14
H -0.32 -1.40 -0.18 0.13
H 0.47 1.36 -0.28 0.13
H 2.65 0.68 0.07 0.13
```

## Properties
energy above the lowest of the compared OMol25 structures with the same formula, charge and spin: 17.3 kcal/mol
charge: 0
gap between HOMO and LUMO: 11.02 eV
HOMO level: -10.20 eV
SMILES string: O=CCNC=O


Record 2
A cluster of 15 separate species, C25H86N8O15 in total in a non-equilibrium geometry, computed with ωB97M-V/def2-TZVPD.

```
134
Properties=species:S:1:pos:R:3:lowdin_charge:R:1
C 7.12 1.68 -1.41 -0.08
C 6.78 2.72 -2.54 -0.39
C 7.96 2.96 -3.52 -0.18
O 7.52 4.15 -4.26 -0.23
C 8.48 5.25 -4.37 -0.08
N 5.53 2.23 -3.20 0.03
H 6.30 1.24 -0.83 0.07
H 7.88 2.01 -0.71 0.07
H 7.41 0.69 -1.78 0.06
H 6.65 3.67 -2.02 0.13
H 8.12 2.14 -4.21 0.12
H 8.86 3.12 -2.93 0.12
H 8.85 5.63 -3.42 0.08
H 7.92 6.10 -4.78 0.08
H 9.32 4.87 -4.94 0.08
H 5.70 1.32 -3.60 0.06
H 5.44 2.81 -4.02 0.05
C -1.93 -3.33 -8.10 -0.06
C -2.18 -4.58 -8.97 -0.44
C -2.82 -4.16 -10.30 -0.22
O -4.13 -3.66 -10.17 -0.19
C -4.67 -2.86 -11.19 -0.10
N -0.95 -5.33 -9.19 0.03
H -2.83 -2.86 -7.70 0.08
H -1.49 -2.57 -8.75 0.08
H -1.25 -3.53 -7.28 0.07
H -2.86 -5.18 -8.38 0.13
H -2.89 -5.09 -10.86 0.12
H -2.14 -3.46 -10.79 0.12
H -3.93 -2.24 -11.70 0.09
H -5.26 -2.09 -10.69 0.08
H -5.38 -3.53 -11.68 0.09
H -1.25 -6.24 -9.52 0.07
H -0.52 -5.41 -8.28 0.06
C 5.61 4.19 4.60 -0.04
C 7.13 4.08 5.14 -0.41
C 8.16 5.14 4.68 -0.19
O 9.48 4.88 5.22 -0.21
C 10.27 3.78 4.65 -0.07
N 7.14 4.28 6.56 0.02
H 5.25 5.21 4.51 0.06
H 4.84 3.75 5.25 0.06
H 5.48 3.76 3.60 0.06
H 7.56 3.08 5.03 0.12
H 7.69 6.11 4.85 0.13
H 8.29 5.03 3.60 0.11
H 10.26 3.47 3.60 0.09
H 9.91 2.91 5.21 0.07
H 11.31 3.86 4.97 0.08
H 7.34 3.35 6.90 0.07
H 8.09 4.61 6.68 0.05
C -8.77 -7.75 8.55 -0.04
C -9.39 -6.73 7.54 -0.42
C -8.80 -7.01 6.23 -0.19
O -7.93 -5.89 5.84 -0.22
C -7.22 -5.93 4.62 -0.12
N -10.87 -6.82 7.52 0.04
H -7.89 -7.31 9.02 0.07
H -8.54 -8.72 8.11 0.07
H -9.44 -7.83 9.40 0.07
H -8.99 -5.72 7.64 0.14
H -9.54 -7.03 5.42 0.12
H -8.18 -7.90 6.15 0.12
H -6.50 -6.75 4.63 0.08
H -6.80 -4.93 4.52 0.09
H -7.84 -6.19 3.76 0.08
H -11.10 -6.26 8.33 0.06
H -11.25 -6.28 6.75 0.06
C 0.97 10.89 -7.09 -0.05
C 1.78 9.93 -6.13 -0.40
C 1.18 9.76 -4.71 -0.21
O -0.15 9.35 -4.69 -0.17
C -0.59 8.77 -3.52 -0.14
N 1.96 8.60 -6.73 0.03
H 0.17 10.32 -7.55 0.07
H 1.68 11.30 -7.80 0.06
H 0.61 11.78 -6.57 0.07
H 2.70 10.51 -6.09 0.12
H 1.34 10.62 -4.05 0.12
H 1.73 8.96 -4.20 0.11
H -1.65 8.64 -3.72 0.09
H -0.70 9.42 -2.66 0.08
H -0.06 7.87 -3.22 0.09
H 2.62 8.12 -6.13 0.06
H 2.43 8.63 -7.62 0.07
C -3.10 0.79 0.66 -0.08
C -1.62 0.73 0.67 -0.45
C -1.03 -0.62 1.07 -0.21
O -1.56 -0.96 2.34 -0.18
C -0.94 -2.05 2.91 -0.13
N -1.23 0.93 -0.73 0.02
H -3.64 -0.08 0.28 0.09
H -3.51 1.65 0.14 0.08
H -3.26 0.91 1.73 0.08
H -1.31 1.50 1.37 0.14
H 0.06 -0.56 1.08 0.12
H -1.30 -1.33 0.30 0.12
H -1.52 -2.17 3.83 0.09
H 0.11 -1.88 3.16 0.09
H -0.98 -2.98 2.34 0.09
H -0.22 0.92 -0.82 0.06
H -1.38 0.13 -1.33 0.07
O -8.73 0.24 -3.55 -0.05
H -8.09 -0.45 -3.71 0.03
H -9.53 -0.08 -3.98 0.03
O -2.80 2.56 6.52 -0.05
H -2.46 1.83 6.00 0.03
H -2.51 3.34 6.04 0.03
O -2.78 -8.26 -1.24 -0.06
H -2.78 -7.33 -1.44 0.03
H -1.91 -8.43 -0.89 0.03
O -7.58 2.98 5.28 -0.05
H -7.41 3.69 4.66 0.03
H -6.80 2.95 5.83 0.03
O 0.56 -0.10 10.02 -0.05
H 0.67 0.83 10.22 0.03
H 0.17 -0.11 9.14 0.03
O -0.37 4.14 -7.51 -0.06
H -0.85 4.06 -6.69 0.03
H 0.22 4.88 -7.37 0.03
O -3.78 -5.98 8.88 -0.05
H -4.45 -5.40 8.52 0.03
H -3.56 -6.57 8.15 0.03
O -2.89 -10.02 5.28 -0.06
H -3.28 -10.89 5.24 0.03
H -2.40 -9.93 4.47 0.03
C 3.37 -7.59 2.45 -0.79
O 2.60 -8.13 1.64 0.00
N 4.26 -6.67 2.27 0.16
N 3.40 -7.94 3.69 0.15
H 4.79 -6.40 3.09 0.11
H 4.26 -6.32 1.33 0.13
H 4.15 -7.51 4.21 0.11
H 2.77 -8.70 3.90 0.13
```

## Properties
charge: 0
gap between HOMO and LUMO: 9.54 eV
HOMO level: -9.40 eV


Record 3
A structure of composition C19H30IN7OPS4V, computed with ωB97M-V/def2-TZVPD.

```
64
Properties=species:S:1:pos:R:3:lowdin_charge:R:1
V -0.30 0.05 -1.17 0.21
C 0.31 -1.51 3.94 0.02
C -0.56 -0.49 3.31 -0.33
N -1.54 0.14 3.87 0.15
N -2.06 0.93 2.88 0.07
C -1.44 0.79 1.71 -0.70
S -1.72 1.51 0.21 0.71
N -0.46 -0.11 1.98 -0.07
N 0.40 -0.55 0.98 0.04
H 0.03 -1.60 4.99 0.10
H 1.36 -1.21 3.88 0.09
H 0.19 -2.47 3.45 0.10
H -2.88 1.49 3.06 0.17
H 0.29 -1.56 0.83 0.05
H 1.36 -0.33 1.24 0.10
C 2.88 2.06 0.76 -0.14
C 3.25 1.08 -0.36 -0.40
P 1.94 0.98 -1.64 0.91
C 2.68 0.09 -3.07 -0.37
C 4.20 0.13 -3.21 -0.14
C 1.73 2.72 -2.20 -0.40
C 2.96 3.43 -2.75 -0.13
H 3.58 1.98 1.60 0.08
H 1.87 1.91 1.14 0.05
H 2.92 3.09 0.40 0.07
H 3.39 0.07 0.03 0.08
H 4.20 1.36 -0.80 0.08
H 2.19 0.50 -3.95 0.07
H 2.35 -0.95 -3.00 0.08
H 4.59 1.15 -3.27 0.06
H 4.50 -0.39 -4.12 0.08
H 4.70 -0.37 -2.38 0.07
H 1.30 3.26 -1.36 0.08
H 0.95 2.68 -2.96 0.02
H 3.79 3.44 -2.04 0.07
H 2.72 4.47 -2.98 0.08
H 3.32 2.97 -3.67 0.07
N -2.84 1.60 -3.13 0.22
C -1.79 1.04 -3.72 -0.64
O -0.86 0.51 -3.09 -0.18
C -1.74 1.06 -5.21 -0.53
I -0.31 2.51 -5.85 0.89
H -2.97 1.51 -2.13 0.05
H -3.60 1.98 -3.67 0.14
H -2.69 1.32 -5.67 0.05
H -1.39 0.09 -5.57 0.07
S -5.81 -0.54 -0.28 0.61
C -4.39 -1.36 -0.29 -1.11
S -3.28 -1.34 -1.64 0.96
C -2.08 -2.19 -0.68 -1.10
N -2.50 -2.52 0.50 0.04
N -3.80 -2.11 0.68 -0.14
C -4.44 -2.51 1.90 -0.22
C -5.73 -3.01 1.86 -0.04
C -6.34 -3.41 3.04 -0.06
C -5.65 -3.31 4.25 -0.07
C -4.35 -2.83 4.27 -0.07
C -3.74 -2.42 3.09 -0.03
S -0.49 -2.40 -1.33 0.57
H -6.26 -3.09 0.92 0.10
H -7.35 -3.80 3.02 0.11
H -6.13 -3.62 5.17 0.11
H -3.81 -2.76 5.20 0.11
H -2.73 -2.06 3.09 0.08
```

## Properties
energy above the lowest of the compared OMol25 structures with the same formula, charge and spin: 2.1 kcal/mol
spin multiplicity: 2
charge: +1
gap between HOMO and LUMO (alpha / beta): 7.28 / 7.01 eV
HOMO level (alpha / beta): -10.09 / -9.81 eV


Record 4
A structure of composition C29H30Cl2IrN7PS2, computed with ωB97M-V/def2-TZVPD.

```
72
Properties=species:S:1:pos:R:3:lowdin_charge:R:1
Ir -0.95 -0.22 1.00 0.71
S -1.39 1.04 3.01 0.74
C -2.40 1.97 2.04 -1.06
S -2.61 1.32 0.50 0.84
C -2.95 3.24 2.44 -0.25
C -3.60 4.04 1.49 -0.17
N -4.10 4.69 0.67 0.26
C -2.75 3.70 3.76 -0.17
N -2.56 4.05 4.84 0.26
N -2.22 -1.88 -1.24 -0.07
P -0.80 -0.96 -1.20 0.90
C 0.40 -1.85 -2.20 -0.33
C 1.53 -2.49 -1.70 -0.10
C 2.39 -3.16 -2.56 -0.05
C 2.11 -3.21 -3.92 -0.04
C 0.98 -2.60 -4.42 -0.04
C 0.12 -1.91 -3.57 -0.08
C -1.10 0.51 -2.22 -0.41
C -0.01 1.26 -2.64 -0.11
C -0.21 2.42 -3.37 -0.05
C -1.50 2.83 -3.68 -0.04
C -2.59 2.07 -3.28 -0.05
C -2.39 0.91 -2.54 -0.15
C -2.98 -2.09 -0.11 -0.36
C -4.14 -2.88 -0.16 0.02
C -4.87 -3.06 0.99 -0.01
C -4.44 -2.46 2.18 -0.02
C -3.30 -1.70 2.15 -0.16
N -2.57 -1.51 1.03 -0.16
H -2.43 -2.45 -2.05 0.13
H 1.74 -2.48 -0.65 0.02
H 3.27 -3.65 -2.17 0.12
H 2.78 -3.74 -4.59 0.12
H 0.76 -2.64 -5.48 0.12
H -0.74 -1.40 -3.99 0.12
H 1.00 0.94 -2.41 0.12
H 0.63 3.01 -3.70 0.12
H -1.66 3.74 -4.26 0.12
H -3.60 2.39 -3.54 0.12
H -3.25 0.32 -2.24 0.10
H -4.44 -3.33 -1.10 0.13
H -5.76 -3.66 0.97 0.13
H -4.99 -2.58 3.10 0.13
H -2.94 -1.21 3.04 0.07
C 4.56 -0.18 1.80 -0.14
C 3.63 -1.14 1.09 -0.17
N 2.28 -0.59 1.10 0.06
C 1.98 0.73 1.05 -0.35
N 0.70 1.09 0.91 -0.15
C 0.49 2.52 0.65 -0.23
C 1.36 3.38 1.55 -0.14
C 2.80 3.06 1.20 -0.13
N 2.99 1.61 1.16 -0.01
C 4.40 1.18 1.17 -0.12
H 5.59 -0.52 1.70 0.13
H 4.31 -0.14 2.86 0.13
H 3.61 -2.12 1.58 0.10
H 3.97 -1.30 0.06 0.13
H 1.51 -1.22 0.96 0.01
H -0.56 2.76 0.80 0.05
H 0.71 2.74 -0.40 0.12
H 1.15 3.15 2.59 0.12
H 1.17 4.44 1.38 0.13
H 3.48 3.46 1.95 0.13
H 3.07 3.49 0.23 0.14
H 4.95 1.93 1.74 0.13
H 4.79 1.19 0.15 0.14
Cl -0.15 -1.85 3.01 0.61
C 1.23 -3.00 3.01 -0.89
Cl 1.28 -3.92 1.52 0.64
H 1.05 -3.67 3.84 0.05
H 2.14 -2.42 3.14 0.02
```

## Properties
energy above the lowest of the compared OMol25 structures with the same formula, charge and spin: 0.0 kcal/mol
spin multiplicity: 2
charge: +2
gap between HOMO and LUMO (alpha / beta): 7.47 / 5.38 eV
HOMO level (alpha / beta): -14.16 / -14.14 eV


Record 5
A structure of composition C57H53N3O4PSZr, computed with ωB97M-V/def2-TZVPD.

```
120
Properties=species:S:1:pos:R:3:lowdin_charge:R:1
Zr -0.25 0.16 0.10 1.62
C 4.05 -0.71 1.91 -0.06
O 4.15 0.70 1.75 -0.09
C 3.25 1.41 2.51 -0.23
C 3.75 2.30 3.44 -0.01
C 2.89 3.08 4.22 -0.11
C 1.53 2.93 4.07 -0.06
C 1.00 2.05 3.12 -0.15
C -0.44 1.90 3.04 -0.08
N -1.08 1.26 2.13 -0.07
N -2.45 1.19 2.37 0.07
C -3.02 0.55 1.39 -0.50
O -2.39 0.09 0.37 -0.24
C -4.48 0.30 1.46 -0.15
C -5.29 1.01 2.34 -0.04
C -6.65 0.74 2.41 -0.10
C -7.20 -0.25 1.60 -0.11
C -6.39 -0.96 0.73 -0.08
C -5.04 -0.68 0.65 -0.02
C 1.86 1.29 2.30 -0.29
O 1.41 0.49 1.37 -0.26
H 4.82 -1.15 1.28 0.08
H 3.07 -1.09 1.59 0.07
H 4.23 -0.99 2.95 0.09
H 4.82 2.38 3.55 0.11
H 3.29 3.78 4.95 0.09
H 0.84 3.51 4.68 0.10
H -1.02 2.35 3.84 0.12
H -4.84 1.77 2.96 0.10
H -7.28 1.30 3.09 0.09
H -8.26 -0.47 1.66 0.09
H -6.82 -1.73 0.10 0.10
H -4.39 -1.22 -0.03 0.12
C 3.33 -3.91 3.43 -0.11
C 2.55 -3.17 4.32 -0.10
C 1.30 -2.71 3.93 -0.10
C 0.80 -2.99 2.66 -0.37
C 1.59 -3.72 1.77 -0.08
C 2.84 -4.17 2.16 -0.09
P -0.78 -2.22 2.16 1.09
C -1.95 -2.98 3.36 -0.35
C -3.06 -2.23 3.75 -0.08
C -4.00 -2.77 4.61 -0.08
C -3.84 -4.06 5.10 -0.10
C -2.72 -4.81 4.73 -0.09
C -1.79 -4.27 3.87 -0.10
C -1.12 -2.97 0.55 -0.45
C -1.67 -4.23 0.34 -0.10
C -1.67 -4.76 -0.94 -0.11
C -1.07 -4.03 -1.97 -0.10
C -0.55 -2.77 -1.73 -0.13
C -0.61 -2.15 -0.47 -0.24
H 4.31 -4.26 3.73 0.10
H 2.92 -2.95 5.31 0.10
H 0.71 -2.12 4.62 0.11
H 1.22 -3.93 0.78 0.10
H 3.45 -4.74 1.46 0.10
H -3.18 -1.22 3.39 0.08
H -4.87 -2.19 4.90 0.10
H -4.57 -4.48 5.78 0.09
H -2.59 -5.81 5.12 0.10
H -0.92 -4.85 3.58 0.11
H -2.08 -4.80 1.17 0.09
H -2.11 -5.73 -1.14 0.09
H -1.03 -4.45 -2.97 0.09
H -0.09 -2.24 -2.56 0.06
C -3.23 0.51 -2.91 -0.06
C -2.06 0.85 -3.83 -0.36
C -1.08 -0.32 -3.95 -0.06
C -1.39 2.16 -3.49 -0.16
C -1.46 3.15 -4.46 -0.09
C -0.96 4.43 -4.28 -0.13
C -0.44 4.74 -3.04 -0.08
C -0.34 3.80 -2.02 -0.16
C 0.04 4.36 -0.65 -0.37
C 1.30 3.82 0.01 -0.07
C -1.18 4.29 0.27 -0.06
C -0.74 2.43 -2.24 -0.30
N -0.43 1.45 -1.34 -0.20
H -3.76 -0.38 -3.27 0.08
H -3.94 1.34 -2.87 0.08
H -2.89 0.32 -1.89 0.04
H -2.49 0.99 -4.83 0.12
H -0.54 -0.44 -3.02 0.03
H -0.36 -0.13 -4.75 0.06
H -1.61 -1.25 -4.18 0.08
H -1.94 2.90 -5.41 0.10
H -1.02 5.17 -5.07 0.08
H -0.12 5.75 -2.83 0.10
H 0.24 5.42 -0.83 0.11
H 1.15 2.82 0.43 0.03
H 1.60 4.48 0.83 0.08
H 2.13 3.76 -0.70 0.06
H -1.57 3.28 0.33 0.05
H -1.97 4.94 -0.11 0.08
H -0.92 4.62 1.29 0.07
O 1.63 -0.35 -1.19 -0.61
S 2.17 0.92 -1.82 1.05
C 1.91 0.76 -3.58 -0.36
C 1.53 1.90 -4.28 -0.07
C 1.40 1.82 -5.66 -0.07
C 1.64 0.63 -6.32 -0.09
C 2.00 -0.51 -5.60 -0.09
C 2.14 -0.45 -4.22 -0.08
C 3.94 0.60 -1.84 -0.35
C 4.79 1.66 -2.13 -0.07
C 6.16 1.45 -2.14 -0.08
C 6.67 0.19 -1.84 -0.09
C 5.81 -0.85 -1.54 -0.08
C 4.44 -0.65 -1.53 -0.08
H 1.31 2.82 -3.75 0.10
H 1.08 2.70 -6.21 0.11
H 1.53 0.57 -7.39 0.10
H 2.17 -1.45 -6.11 0.10
H 2.40 -1.32 -3.64 0.12
H 4.37 2.64 -2.35 0.11
H 6.82 2.27 -2.36 0.10
H 7.74 0.03 -1.84 0.10
H 6.21 -1.83 -1.29 0.10
H 3.75 -1.44 -1.26 0.11
```

## Properties
energy above the lowest of the compared OMol25 structures with the same formula, charge and spin: 0.0 kcal/mol
charge: -1
gap between HOMO and LUMO: 6.37 eV
HOMO level: -3.96 eV


Record 6
A structure of composition CHF3HgNO4S2 in a non-equilibrium geometry, computed with ωB97M-V/def2-TZVPD.

```
13
Properties=species:S:1:pos:R:3:lowdin_charge:R:1
N 0.64 -0.57 1.45 -0.58
S -0.31 -2.00 1.34 0.62
O -1.79 -1.59 0.67 -0.90
S 1.03 0.16 0.12 0.56
O 0.36 -0.36 -1.13 -0.55
O 2.44 0.50 -0.06 -0.33
C 0.23 1.84 0.32 -0.72
F -1.07 1.71 0.53 0.13
F 0.78 2.47 1.35 0.13
F 0.42 2.57 -0.77 0.13
Hg -1.10 -1.66 -1.12 1.12
O -2.02 -2.08 -2.64 -0.55
H -1.79 -2.72 -3.31 -0.06
```

## Properties
energy above the lowest of the compared OMol25 structures with the same formula, charge and spin: 0.0 kcal/mol
charge: -1
gap between HOMO and LUMO: 6.98 eV
HOMO level: -3.69 eV


Record 7
A structure of composition C6H18N2O10V in a non-equilibrium geometry, computed with ωB97M-V/def2-TZVPD.

```
37
Properties=species:S:1:pos:R:3:lowdin_charge:R:1
V -0.38 -0.52 0.31 1.24
N -3.69 -1.22 0.86 -0.58
O -2.48 -1.20 0.60 -0.14
O -4.50 -1.22 -0.04 -0.02
O -4.08 -1.26 2.07 -0.01
N -0.68 -1.40 3.61 -0.63
O -0.35 -1.28 2.45 -0.12
O 0.15 -1.71 4.48 -0.04
O -1.87 -1.43 3.84 0.02
C 3.78 1.02 -0.73 -0.09
C 3.15 -0.21 -0.03 -0.34
O 1.71 -0.30 0.05 -0.39
H 4.15 0.86 -1.75 0.05
H 4.64 1.34 -0.14 0.05
H 3.27 1.99 -0.72 0.06
H 3.45 -0.16 1.02 0.09
H 3.44 -1.22 -0.31 0.09
C -0.20 3.67 0.33 -0.13
C -1.21 2.85 1.01 -0.42
O -1.04 1.44 0.94 -0.32
H 0.72 3.60 0.91 0.07
H -0.62 4.68 0.36 0.07
H 0.01 3.43 -0.71 0.06
H -2.08 3.09 0.40 0.09
H -1.49 3.31 1.96 0.11
C -0.13 0.58 -2.64 -0.11
O -0.80 -0.31 -1.80 -0.18
H -0.29 0.18 -3.64 0.09
H -0.71 1.46 -2.40 0.09
H 0.93 0.83 -2.54 0.09
H -1.65 -0.43 -2.22 0.13
C -0.03 -3.45 -1.22 -0.11
O -0.47 -2.65 -0.14 -0.17
H 1.03 -3.28 -1.37 0.09
H -0.13 -4.53 -1.12 0.09
H -0.62 -3.28 -2.12 0.08
H -0.91 -3.28 0.43 0.12
```

## Properties
spin multiplicity: 3
charge: -1
gap between HOMO and LUMO (alpha / beta): 6.60 / 7.12 eV
HOMO level (alpha / beta): -4.88 / -4.87 eV


Number 1: E -322.54673 hartree. Number 2: E -2570.42170 hartree. Number 3: E -4376.18325 hartree. Number 4: E -3668.37888 hartree. Number 5: E -3455.86988 hartree. Number 6: E -1643.73153 hartree. Number 7: E -2045.04450 hartree.